Entry from the Open Molecules 2025 dataset: a structure of composition C5H10O2 at a distorted geometry (wB97M-V/def2-TZVPD).

## Properties
Energy relative to the best compared isomer or geometry (same formula, charge and spin) (eV): 2.992
HOMO level (Ha): -0.36272
Gap between HOMO and LUMO (eV): 10.94

ORCA input file:
```
! RIJCOSX wB97M-V def2-TZVPD def2/J DEFGRID3
* xyz 0 1
C 1.157 -0.442 1.858
C -0.073 -0.595 0.985
O -1.164 0.171 1.463
C 0.235 -0.204 -0.428
C -0.876 -0.261 -1.441
C -0.266 1.142 -1.796
O 0.373 1.239 -0.520
H 0.906 -0.681 2.891
H 1.958 -1.107 1.513
H 1.527 0.590 1.807
H -0.419 -1.634 0.958
H -0.935 1.096 1.276
H 1.121 -0.689 -0.854
H -0.907 -1.000 -2.238
H -1.871 -0.209 -0.949
H -1.260 1.483 -1.942
H 0.496 1.102 -2.584
*
```

Entry from the Open Molecules 2025 dataset: a cluster of 3 separate species, C3H11NO3 in total (wB97M-V/def2-TZVPD).

## Properties
Energy relative to the best compared isomer or geometry (same formula, charge and spin) (eV): 0.139
HOMO level (Ha): -0.37937
Gap between HOMO and LUMO (eV): 11.12
SMILES string: CCC(N)=O.O.O

ORCA input file:
```
! RIJCOSX wB97M-V def2-TZVPD def2/J DEFGRID3
* xyz 0 1
C 0.060 -1.737 1.733
C 0.072 -0.693 0.616
C 0.205 0.759 1.025
N -0.087 1.133 2.305
O 0.440 1.614 0.187
H -0.949 -2.065 1.972
H 0.597 -2.622 1.384
H 0.564 -1.406 2.634
H -0.849 -0.725 0.045
H 0.911 -0.862 -0.045
H 0.043 0.538 3.103
H 0.061 2.124 2.422
H -0.364 -2.088 -3.433
H -0.113 -0.948 -2.435
O -0.526 -1.818 -2.525
H -0.100 1.868 -2.937
H 0.240 1.217 -1.560
O -0.079 1.031 -2.466
*
```

Entry from the Open Molecules 2025 dataset: a structure of composition C24H18BrF6N2NiOSbTe at a distorted geometry (wB97M-V/def2-TZVPD).

## Properties
Energy relative to the best compared isomer or geometry (same formula, charge and spin) (eV): 0.000
HOMO level (spin up / spin down) (Ha): -0.41988 / -0.42076
Gap between HOMO and LUMO (spin up / spin down) (eV): 6.88 / 4.76

ORCA input file:
```
! RIJCOSX wB97M-V def2-TZVPD def2/J DEFGRID3
* xyz 1 4
Ni -1.078 1.307 -0.237
Br 0.685 -2.042 -6.704
C -0.081 -1.288 -5.164
C -1.442 -1.538 -4.887
C -1.998 -1.017 -3.762
C -1.228 -0.223 -2.845
O -1.787 0.217 -1.810
C 0.163 0.042 -3.159
C 1.010 0.864 -2.334
N 0.769 1.262 -1.135
C 1.708 2.025 -0.416
C 3.045 2.156 -0.732
C 3.887 2.978 0.028
C 3.414 3.659 1.118
C 2.067 3.513 1.511
C 1.517 4.162 2.641
C 0.213 3.938 2.980
C -0.553 3.058 2.198
N -0.072 2.458 1.131
C 1.218 2.674 0.756
C 0.693 -0.498 -4.322
H -2.031 -2.131 -5.573
H -3.038 -1.174 -3.510
H 1.939 1.175 -2.814
H 3.478 1.614 -1.562
H 4.923 3.072 -0.262
H 4.064 4.304 1.694
H 2.144 4.822 3.226
H -0.243 4.417 3.833
H -1.580 2.852 2.473
H 1.732 -0.320 -4.567
C -0.103 -2.207 -0.393
Te -1.666 -1.108 0.613
C -0.648 -1.831 2.371
C 0.128 -3.043 1.943
C 0.568 -3.985 2.866
C 1.285 -5.092 2.446
C 1.566 -5.269 1.098
C 1.128 -4.338 0.171
C 0.406 -3.225 0.586
H 0.692 -1.511 -0.674
H -0.469 -2.682 -1.304
H -1.365 -2.051 3.160
H 0.007 -1.036 2.735
H 0.345 -3.847 3.916
H 1.622 -5.823 3.168
H 2.119 -6.138 0.769
H 1.338 -4.478 -0.882
F -2.891 2.136 0.236
Sb -4.485 1.638 1.397
F -5.580 2.610 0.243
F -4.671 0.109 0.283
F -5.763 1.005 2.599
F -3.127 0.674 2.460
F -3.977 3.153 2.397
*
```

Entry from the Open Molecules 2025 dataset: a cluster of 12 separate species, H26NO11 in total at a distorted geometry (wB97M-V/def2-TZVPD).

## Properties
Energy relative to the best compared isomer or geometry (same formula, charge and spin) (eV): 0.673
HOMO level (Ha): -0.50225
Gap between HOMO and LUMO (eV): 11.04

ORCA input file:
```
! RIJCOSX wB97M-V def2-TZVPD def2/J DEFGRID3
* xyz 1 1
N -0.686 -3.683 -1.249
H -0.159 -4.260 -0.598
H -0.093 -3.345 -2.027
H -1.347 -4.284 -1.740
H -1.069 -2.781 -0.874
H -0.121 -0.790 -2.632
H 1.222 -0.916 -2.080
O 0.614 -1.412 -2.660
H -3.046 0.383 2.623
H -3.312 0.624 1.061
O -2.798 0.162 1.727
H -1.925 -0.338 -0.866
H -1.409 -1.096 0.304
O -1.519 -1.233 -0.651
H -1.470 3.505 1.323
H -0.553 3.161 0.192
O -0.691 2.965 1.147
H 2.433 2.139 0.149
H 0.908 1.809 -0.102
O 1.746 1.992 -0.520
H 1.884 -0.220 0.483
H 0.551 -0.670 0.456
O 1.364 -0.861 -0.029
H 0.070 2.909 -1.859
H -0.355 4.400 -2.059
O -0.469 3.625 -1.500
H -1.757 1.615 -1.447
H -1.602 1.509 0.064
O -2.208 1.274 -0.667
H 2.700 -3.806 0.436
H 2.306 -3.108 -0.799
O 1.958 -3.765 -0.180
H 1.543 2.369 2.240
H 2.915 2.349 2.706
O 2.382 1.928 2.015
H -0.024 -1.629 3.176
H 0.818 -0.474 2.529
O 0.386 -1.319 2.364
*
```

Entry from the Open Molecules 2025 dataset: a structure of composition C21H22Br2IrN5O6P2 (wB97M-V/def2-TZVPD).

## Properties
Energy relative to the best compared isomer or geometry (same formula, charge and spin) (eV): 0.000
HOMO level (spin up / spin down) (Ha): -0.65027 / -0.64945
Gap between HOMO and LUMO (spin up / spin down) (eV): 7.29 / 5.71

ORCA input file:
```
! RIJCOSX wB97M-V def2-TZVPD def2/J DEFGRID3
* xyz 3 2
Ir -0.098 -0.563 -0.072
N -3.660 -0.414 2.521
C -2.709 -1.533 2.118
C -3.107 -2.858 2.749
P -1.011 -0.942 2.565
O -0.968 -1.004 4.134
O 0.015 -1.809 1.855
O -0.947 0.470 2.051
P -2.708 -1.552 0.270
O -4.193 -1.970 -0.035
O -1.612 -2.432 -0.284
O -2.426 -0.124 -0.151
H -3.776 -0.375 3.538
H -4.587 -0.539 2.102
H -3.270 0.483 2.201
H -3.068 -2.801 3.838
H -2.410 -3.632 2.425
H -4.110 -3.160 2.449
H -0.433 -1.686 4.566
H -4.380 -2.652 -0.698
C -1.357 3.282 -1.467
C -1.224 1.900 -1.336
N -0.252 1.380 -0.582
C 0.600 2.218 0.065
C 0.526 3.602 -0.005
C -0.503 4.136 -0.800
C 1.498 4.356 0.743
C 2.449 3.735 1.479
C 2.532 2.298 1.529
C 3.469 1.549 2.268
C 3.415 0.174 2.227
C 2.443 -0.476 1.463
N 1.560 0.221 0.750
C 1.603 1.576 0.798
H -2.147 3.664 -2.097
H -1.896 1.220 -1.831
H -0.615 5.210 -0.895
H 1.456 5.437 0.700
H 3.172 4.313 2.041
H 4.221 2.055 2.862
H 4.124 -0.428 2.778
H 2.381 -1.551 1.422
Br 3.808 -1.595 -1.589
C 3.128 -3.269 -0.943
Br 1.205 -3.256 -0.634
H 3.607 -3.515 -0.004
H 3.306 -4.023 -1.699
N 3.028 1.776 -5.007
C 2.242 1.060 -4.574
C 1.246 0.176 -4.035
C 0.431 -0.617 -4.841
C -0.494 -1.444 -4.229
C -0.607 -1.454 -2.854
N 0.169 -0.662 -2.084
C 1.091 0.127 -2.664
H 0.536 -0.589 -5.919
H -1.132 -2.094 -4.813
H -1.300 -2.103 -2.344
H 1.740 0.704 -2.023
*
```

Entry from the Open Molecules 2025 dataset: a structure of composition C3H8N2O at a distorted geometry (wB97M-V/def2-TZVPD).

## Properties
Energy relative to the best compared isomer or geometry (same formula, charge and spin) (eV): 5.465
HOMO level (spin up / spin down) (Ha): -0.29397 / -0.29400
Gap between HOMO and LUMO (spin up / spin down) (eV): 8.49 / 8.49

ORCA input file:
```
! RIJCOSX wB97M-V def2-TZVPD def2/J DEFGRID3
* xyz 0 1
C 0.391 -0.477 1.120
C -0.814 1.144 -0.516
N 0.909 0.443 0.126
N 1.530 -0.220 -0.866
C -0.974 -0.847 0.512
O -2.012 -0.875 1.174
H 1.795 -1.201 -0.773
H 1.880 0.361 -1.621
H 0.222 0.057 2.055
H 1.021 -1.357 1.289
H -0.859 -1.328 -0.482
H -0.348 1.641 -1.369
H -1.760 0.789 -0.927
H -0.981 1.871 0.278
*
```

Entry from the Open Molecules 2025 dataset: a cluster of 3 separate species, HN2O3S in total at a distorted geometry (wB97M-V/def2-TZVPD).

## Properties
Energy relative to the best compared isomer or geometry (same formula, charge and spin) (eV): 5.486
HOMO level (spin up / spin down) (Ha): -0.10992 / -0.10890
Gap between HOMO and LUMO (spin up / spin down) (eV): 6.73 / 6.72

ORCA input file:
```
! RIJCOSX wB97M-V def2-TZVPD def2/J DEFGRID3
* xyz -1 1
N -0.210 1.108 1.641
N -0.616 1.480 0.690
O -1.164 2.098 -0.121
O -0.357 -2.485 0.491
O 0.840 0.221 -0.736
S 0.852 -2.167 -0.360
H 0.654 -0.254 -1.606
*
```

Entry from the Open Molecules 2025 dataset: a cluster of 15 separate species, H30O15 in total at a distorted geometry (wB97M-V/def2-TZVPD).

## Properties
Energy relative to the best compared isomer or geometry (same formula, charge and spin) (eV): 2.187
HOMO level (Ha): -0.36406
Gap between HOMO and LUMO (eV): 9.71

ORCA input file:
```
! RIJCOSX wB97M-V def2-TZVPD def2/J DEFGRID3
* xyz 0 1
O -1.012 2.727 -0.322
H -0.892 1.800 -0.429
H -1.307 2.954 -1.196
O -2.670 -1.374 2.872
H -2.929 -0.576 3.332
H -1.819 -1.119 2.497
O 1.782 -0.990 -3.186
H 0.807 -0.999 -3.291
H 1.940 -1.194 -4.130
O 0.057 -3.003 -0.587
H 0.809 -3.441 -0.211
H -0.769 -3.154 -0.166
O 1.387 3.040 1.203
H 0.681 2.613 0.763
H 1.981 2.338 1.395
O -3.113 0.376 0.061
H -3.250 -0.208 -0.721
H -2.210 0.646 0.250
O -1.446 1.354 2.753
H -1.839 2.172 3.071
H -0.766 1.266 3.431
O -2.435 -2.523 0.254
H -2.660 -1.739 0.746
H -2.888 -3.129 0.855
O 2.935 -1.081 -0.360
H 3.883 -1.193 -0.223
H 2.712 -1.228 -1.286
O 0.567 1.395 -2.759
H 0.478 1.206 -3.671
H 1.251 0.825 -2.571
O -2.290 0.940 -2.704
H -2.791 1.725 -2.381
H -1.377 1.204 -2.646
O 3.184 1.179 -1.629
H 3.025 0.387 -1.102
H 3.551 1.867 -1.058
O -0.101 0.086 -0.068
H -0.107 -0.368 0.777
H 0.218 -0.442 -0.756
O 0.205 -1.350 2.341
H 0.359 -1.220 3.248
H -0.185 -2.205 2.258
O 2.612 0.458 1.867
H 1.919 0.001 2.401
H 2.494 -0.011 1.073
*
```

Entry from the Open Molecules 2025 dataset: the molecule C3H7N3S at a distorted geometry (wB97M-V/def2-TZVPD).

## Properties
Energy relative to the best compared isomer or geometry (same formula, charge and spin) (eV): 3.290
HOMO level (Ha): -0.31855
Gap between HOMO and LUMO (eV): 8.24
SMILES string: [H]/N=C\N(C=S)NC

ORCA input file:
```
! RIJCOSX wB97M-V def2-TZVPD def2/J DEFGRID3
* xyz 0 1
C 0.971 1.562 -0.543
C -1.681 -0.234 0.094
C 0.551 -1.470 0.365
H 1.311 2.516 -0.080
H 0.199 1.818 -1.174
H 1.711 0.894 -1.016
H 1.142 0.612 1.384
H -2.167 0.566 0.717
H -1.862 -1.989 -0.742
H -0.034 -2.417 0.333
N 0.314 0.916 0.721
N -0.224 -0.304 0.412
N -2.341 -1.182 -0.386
S 2.112 -1.287 -0.086
*
```

> energy relative to the best compared isomer or geometry (same formula, charge and spin) of number 3 (C24H18BrF6N2NiOSbTe)?

0.000 eV

> What is the formula in the eighth record?

H30O15

> What is the formula in the third record?

C24H18BrF6N2NiOSbTe